# 1
C47H79Br2ClN3O33P2 | wB97M-V/def2-TZVPD

## Properties
Kohn-Sham gap ... 6.99 eV
Net charge ... +1
Total energy ... -10776.10612 a.u.

Atoms and positions in Å:
1 C -0.26414 1.70593 -1.38623
2 C -0.40135 0.37560 -1.07711
3 C 0.70085 -0.26356 -0.27894
4 C 0.77357 -1.80944 -0.19051
5 P -0.69932 -2.38850 0.84945
6 N -0.65204 -1.28703 2.14117
7 O -2.04366 -1.95194 0.00286
8 C 1.98696 -2.16446 0.77447
9 C 2.64126 -1.11352 1.68176
10 O 3.33070 -0.09584 0.95904
11 N 4.78182 -0.34041 1.09880
12 O 5.34585 0.63188 1.30670
13 C 1.90575 -3.49874 1.59783
14 C 1.42753 -3.51277 3.04224
15 O 0.35891 -3.86618 3.40151
16 Br 2.75400 -3.06403 4.39276
17 N 3.02518 -2.43317 -0.27863
18 C 2.44909 -3.31019 -1.36429
19 Cl 3.68284 -3.07605 -2.65535
20 O 2.38797 -4.61767 -0.99079
21 C 3.18822 -5.63918 -1.56663
22 O 2.86664 -6.11080 -2.61037
23 C 4.29001 -6.14552 -0.72539
24 C 4.92427 -5.38996 0.25688
25 C 5.93009 -5.91201 1.04625
26 C 6.30639 -7.23606 0.86374
27 C 5.68524 -7.99414 -0.11642
28 C 4.68629 -7.46619 -0.90897
29 C 1.04746 -2.61161 -1.53575
30 C 0.09786 -3.77080 -2.02907
31 C -0.55517 -4.83377 -1.11737
32 C -2.10395 -4.74925 -1.14440
33 C -2.76206 -5.01749 0.20293
34 O -4.02237 -4.31339 0.19387
35 C -4.39174 -3.78469 1.36994
36 C -5.33715 -2.62801 1.22229
37 O -4.01556 -4.19345 2.43757
38 P 0.85396 -1.54311 -3.12934
39 O 1.34391 -2.55126 -4.30243
40 Br 2.41617 0.04536 -3.19125
41 H 0.58759 1.97943 -2.00164
42 H -1.02411 2.41114 -1.07103
43 H -1.24565 -0.18212 -1.47127
44 H 0.60440 0.15170 0.72057
45 H 1.63290 0.19189 -0.64394
46 H -1.16822 -0.43634 1.91584
47 H -1.09154 -1.70415 2.95636
48 H -2.65836 -1.51809 0.60813
49 H 1.90993 -0.65901 2.34481
50 H 3.38387 -1.63447 2.28549
51 H 2.92217 -3.89770 1.62662
52 H 1.31992 -4.25148 1.08141
53 H 4.01184 -2.52266 -0.01647
54 H 3.04084 -1.53024 -0.78732
55 H 4.61875 -4.36981 0.42948
56 H 6.38272 -5.28700 1.80468
57 H 7.07226 -7.64901 1.50360
58 H 5.97409 -9.02831 -0.23884
59 H 4.22082 -8.09421 -1.65390
60 H -0.71395 -3.30634 -2.59941
61 H 0.68381 -4.30289 -2.77735
62 H -0.31409 -5.81132 -1.53544
63 H -0.20479 -4.85985 -0.09076
64 H -2.44423 -3.77861 -1.49380
65 H -2.46967 -5.48033 -1.86633
66 H -2.12911 -4.67363 1.01551
67 H -2.97701 -6.07552 0.34636
68 H -4.89836 -1.83018 0.62345
69 H -5.58235 -2.22718 2.20102
70 H -6.26878 -2.93609 0.75015
71 H 0.57533 -2.81283 -4.82534
72 C 3.63519 6.18327 -3.75585
73 O 3.18772 5.41388 -2.63171
74 C 4.02383 4.46054 -2.23240
75 O 5.07912 4.17625 -2.72809
76 O 3.45659 3.85003 -1.18715
77 C 4.18086 2.73369 -0.67893
78 H 2.84766 6.90092 -3.96474
79 H 4.55398 6.71273 -3.51490
80 H 3.78526 5.54285 -4.62242
81 H 5.17192 3.01428 -0.32644
82 H 4.25784 1.97001 -1.45429
83 H 3.60041 2.34989 0.15402
84 C 6.39470 -4.90581 -8.85998
85 O 5.12775 -5.36382 -8.37497
86 C 5.02427 -5.39626 -7.05144
87 O 5.87954 -5.07962 -6.26457
88 O 3.80616 -5.83722 -6.73539
89 C 3.57182 -5.92350 -5.32862
90 H 6.33089 -4.93331 -9.94308
91 H 6.58531 -3.88658 -8.53063
92 H 7.19369 -5.56319 -8.52412
93 H 3.66793 -4.94201 -4.86981
94 H 4.26246 -6.62373 -4.86443
95 H 2.55612 -6.28187 -5.19902
96 C -5.23372 2.98795 2.92553
97 O -5.70846 2.31144 4.09381
98 C -4.94615 1.30419 4.50741
99 O -3.92416 0.93034 3.98711
100 O -5.50346 0.78192 5.59381
101 C -4.79216 -0.32316 6.16302
102 H -5.95434 3.77375 2.71961
103 H -4.25639 3.42992 3.10941
104 H -5.18710 2.30461 2.07975
105 H -3.79534 -0.01694 6.47340
106 H -4.72949 -1.14570 5.45315
107 H -5.36413 -0.63503 7.03081
108 C 6.19158 -3.71279 5.98564
109 O 7.26575 -4.63489 6.15744
110 C 7.82676 -5.03181 5.01685
111 O 7.48826 -4.68932 3.90911
112 O 8.81306 -5.86912 5.30734
113 C 9.51648 -6.38488 4.17349
114 H 5.81658 -3.47511 6.97664
115 H 6.53934 -2.79917 5.50578
116 H 5.39650 -4.16472 5.39764
117 H 9.98334 -5.57829 3.61216
118 H 8.84397 -6.94996 3.53072
119 H 10.28213 -7.04488 4.56793
120 C 0.24580 5.23476 -2.44842
121 O -1.14171 5.01370 -2.73911
122 C -1.94493 6.03491 -2.44535
123 O -1.59251 7.08469 -1.97177
124 O -3.18597 5.68394 -2.76981
125 C -4.19130 6.67417 -2.51512
126 H 0.77025 4.33085 -2.73810
127 H 0.62515 6.07212 -3.02724
128 H 0.39798 5.41251 -1.38623
129 H -3.99380 7.57830 -3.08764
130 H -4.24556 6.90428 -1.45355
131 H -5.13154 6.23864 -2.83761
132 C -6.90519 4.11798 6.02193
133 O -7.43528 5.11460 6.89997
134 C -7.76518 6.25103 6.28980
135 O -7.64778 6.47735 5.11271
136 O -8.24450 7.09237 7.20192
137 C -8.64175 8.36395 6.68109
138 H -6.67642 3.25045 6.63286
139 H -7.63797 3.84064 5.26807
140 H -5.99386 4.47492 5.54792
141 H -9.43780 8.24683 5.94872
142 H -7.79341 8.87647 6.23204
143 H -9.00694 8.93643 7.52804
144 C -2.73730 9.09322 -0.06900
145 O -4.00313 9.75840 0.03984
146 C -4.11632 10.56303 1.09439
147 O -3.27031 10.76011 1.92636
148 O -5.33023 11.11245 1.07092
149 C -5.59076 12.00761 2.15518
150 H -2.77633 8.47752 -0.95645
151 H -1.93028 9.81629 -0.17019
152 H -2.56288 8.46048 0.80048
153 H -4.89344 12.84265 2.13969
154 H -5.52630 11.48560 3.10778
155 H -6.60199 12.37449 2.00812
156 C -4.19187 -1.62324 -5.73593
157 O -3.19838 -0.66499 -5.35558
158 C -3.70241 0.50130 -4.94058
159 O -4.87057 0.77220 -4.86618
160 O -2.68996 1.30289 -4.62021
161 C -3.08795 2.59968 -4.15263
162 H -3.65232 -2.51226 -6.04940
163 H -4.83589 -1.86450 -4.89256
164 H -4.78860 -1.24914 -6.56471
165 H -3.68715 2.51083 -3.24837
166 H -3.64583 3.13810 -4.91548
167 H -2.17671 3.14223 -3.92260

# 2
C6H8O2 | wB97M-V/def2-TZVPD

## Properties
Kohn-Sham gap ... 9.41 eV
Net charge ... 0
ΔE to the lowest compared entry with this formula, charge and spin ... 51.1 kcal per mole
Structure (SMILES) ... C[C@]1(O)C=CC=CO1
Total energy ... -383.82867 a.u.

Atoms and positions in Å:
1 C -1.01009 0.74143 -1.77561
2 C -0.31675 0.56775 -0.45633
3 O -0.11866 1.77427 0.19901
4 C 1.00466 -0.18380 -0.58302
5 C 1.44360 -0.86792 0.47127
6 C 0.66750 -1.06663 1.65647
7 C -0.62828 -0.77737 1.64174
8 O -1.27155 -0.16065 0.53130
9 H -0.58678 0.26377 -2.65887
10 H -1.03239 1.80512 -2.13842
11 H -2.04706 0.44483 -1.70651
12 H 0.17429 1.49981 1.06345
13 H 1.52319 -0.21406 -1.65071
14 H 2.56041 -1.16893 0.63367
15 H 1.03118 -1.45403 2.55495
16 H -1.39328 -1.20359 2.21762